A 17-piece molecular cluster, C61H144F16N17O38S16 overall in a non-equilibrium geometry, computed with ωB97M-V/def2-TZVPD.

net charge: +1
electronic energy: -385539.8004 eV
E_LUMO: -4.5512 eV

Geometry (Å):
C (6.45, -6.74, 4.31)
C (6.62, -5.77, 5.44)
N (6.15, -4.30, 5.20)
C (4.60, -4.54, 5.19)
C (6.55, -3.40, 6.52)
C (8.06, -3.12, 6.47)
C (6.67, -3.77, 3.81)
C (6.35, -2.35, 3.41)
O (4.98, -2.09, 3.50)
C (4.54, -0.89, 2.99)
H (7.03, -6.51, 3.41)
H (5.44, -6.97, 3.96)
H (6.79, -7.73, 4.61)
H (7.66, -5.74, 5.77)
H (6.05, -6.10, 6.32)
H (4.19, -3.55, 5.00)
H (4.24, -4.88, 6.16)
H (4.28, -5.20, 4.38)
H (6.14, -3.97, 7.36)
H (5.89, -2.55, 6.33)
H (8.61, -3.96, 6.89)
H (8.29, -2.31, 7.16)
H (8.47, -2.93, 5.48)
H (6.22, -4.38, 3.02)
H (7.73, -4.01, 3.83)
H (6.74, -2.23, 2.40)
H (6.87, -1.69, 4.11)
H (4.89, 0.00, 3.52)
H (3.47, -0.81, 3.16)
H (4.85, -0.75, 1.96)
C (-1.98, 0.95, 0.09)
C (-1.34, -0.37, 0.00)
N (-0.01, -0.40, -0.85)
C (0.46, -1.84, -0.91)
C (-0.35, -0.07, -2.36)
C (0.66, -0.61, -3.42)
C (1.18, 0.48, -0.33)
C (1.64, 0.22, 1.18)
O (0.55, 0.51, 2.05)
C (0.68, -0.18, 3.26)
H (-2.79, 0.94, 0.81)
H (-2.44, 1.46, -0.76)
H (-1.35, 1.78, 0.42)
H (-1.97, -1.16, -0.41)
H (-1.04, -0.77, 0.97)
H (1.38, -1.98, -1.48)
H (-0.38, -2.36, -1.37)
H (0.65, -2.11, 0.13)
H (-0.40, 1.02, -2.39)
H (-1.32, -0.54, -2.52)
H (0.34, -0.35, -4.42)
H (0.78, -1.69, -3.49)
H (1.69, -0.32, -3.22)
H (0.74, 1.48, -0.36)
H (1.99, 0.39, -1.06)
H (2.61, 0.66, 1.43)
H (1.88, -0.84, 1.19)
H (0.92, -1.24, 3.19)
H (-0.25, -0.15, 3.82)
H (1.48, 0.39, 3.74)
C (-9.08, 0.45, -1.25)
C (-8.01, -0.24, -0.45)
O (-7.89, -1.47, -0.43)
N (-7.10, 0.62, 0.52)
H (-6.94, 1.55, 0.15)
H (-7.50, 0.81, 1.42)
C (-5.73, -0.07, 0.64)
H (-8.59, 1.15, -1.91)
H (-9.85, 1.04, -0.74)
H (-9.64, -0.32, -1.79)
H (-5.29, -0.29, -0.33)
H (-5.85, -0.91, 1.33)
H (-5.09, 0.65, 1.16)
C (-2.15, -0.19, 6.33)
C (-2.96, -0.29, 5.07)
O (-3.27, 0.63, 4.35)
N (-3.61, -1.66, 4.90)
H (-3.33, -2.21, 4.10)
H (-3.28, -2.28, 5.63)
C (-5.16, -1.60, 5.17)
H (-1.64, -1.12, 6.57)
H (-2.92, 0.20, 7.00)
H (-1.45, 0.62, 6.12)
H (-5.42, -1.38, 6.20)
H (-5.57, -2.56, 4.84)
H (-5.61, -0.95, 4.42)
C (2.46, 4.70, -1.61)
C (1.85, 5.92, -2.34)
O (1.80, 7.04, -1.77)
N (1.23, 5.64, -3.74)
H (1.68, 4.91, -4.28)
H (0.26, 5.38, -3.68)
C (1.34, 6.85, -4.61)
H (1.75, 3.91, -1.39)
H (3.07, 5.04, -0.78)
H (3.21, 4.36, -2.33)
H (0.67, 7.60, -4.20)
H (1.00, 6.66, -5.63)
H (2.36, 7.25, -4.59)
C (1.52, -4.82, -7.24)
C (2.66, -4.34, -6.44)
O (3.39, -3.44, -6.73)
N (2.74, -5.04, -5.11)
H (1.78, -5.20, -4.85)
H (3.08, -5.99, -5.17)
C (3.45, -4.16, -4.06)
H (1.97, -5.63, -7.82)
H (1.07, -4.11, -7.92)
H (0.69, -5.32, -6.74)
H (4.51, -4.26, -4.30)
H (3.25, -4.54, -3.06)
H (3.05, -3.15, -4.11)
C (2.18, -0.31, -8.70)
C (0.70, -0.30, -9.07)
C (-0.04, 0.66, -8.08)
C (0.38, 2.14, -8.22)
N (-0.38, 3.13, -7.26)
C (-0.35, 2.65, -5.80)
C (-1.60, 1.88, -5.68)
C (-2.69, 2.36, -6.67)
C (-1.87, 3.38, -7.47)
C (0.31, 4.52, -7.27)
C (0.41, 5.12, -8.71)
C (0.26, 6.62, -8.69)
H (2.54, 0.72, -8.70)
H (2.77, -0.99, -9.31)
H (2.33, -0.76, -7.72)
H (0.26, -1.29, -8.97)
H (0.57, 0.01, -10.11)
H (0.22, 0.29, -7.09)
H (-1.12, 0.50, -8.17)
H (0.16, 2.56, -9.20)
H (1.41, 2.31, -7.90)
H (-0.44, 3.51, -5.13)
H (0.53, 2.04, -5.57)
H (-1.98, 2.15, -4.70)
H (-1.46, 0.80, -5.65)
H (-3.43, 2.93, -6.10)
H (-3.27, 1.61, -7.21)
H (-2.10, 4.43, -7.25)
H (-2.06, 3.38, -8.54)
H (1.27, 4.28, -6.81)
H (-0.28, 5.13, -6.59)
H (-0.30, 4.66, -9.39)
H (1.40, 4.78, -9.01)
H (1.04, 7.00, -8.03)
H (-0.73, 6.91, -8.36)
H (0.43, 7.12, -9.65)
C (0.27, 3.79, 4.00)
C (-0.70, 3.36, 2.94)
C (-1.93, 4.30, 2.82)
C (-2.85, 4.16, 4.04)
N (-3.83, 5.29, 4.24)
C (-4.81, 5.04, 5.39)
C (-6.07, 5.85, 5.19)
C (-6.26, 5.78, 3.70)
C (-4.88, 5.29, 3.05)
C (-3.25, 6.72, 4.30)
C (-2.17, 6.75, 5.32)
C (-1.70, 8.09, 5.78)
H (1.23, 3.35, 3.75)
H (0.14, 3.45, 5.03)
H (0.37, 4.88, 3.98)
H (-0.98, 2.32, 3.09)
H (-0.12, 3.40, 2.03)
H (-2.34, 4.08, 1.84)
H (-1.58, 5.33, 2.75)
H (-2.32, 4.19, 4.99)
H (-3.38, 3.20, 4.06)
H (-4.31, 5.13, 6.35)
H (-5.08, 3.99, 5.26)
H (-6.09, 6.89, 5.52)
H (-6.91, 5.41, 5.72)
H (-6.53, 6.78, 3.36)
H (-7.03, 5.04, 3.47)
H (-4.48, 5.84, 2.19)
H (-4.91, 4.26, 2.71)
H (-3.99, 7.50, 4.47)
H (-2.82, 7.02, 3.34)
H (-1.26, 6.28, 4.95)
H (-2.50, 6.17, 6.19)
H (-1.33, 8.78, 5.03)
H (-1.02, 7.75, 6.56)
H (-2.58, 8.67, 6.04)
C (1.77, -8.42, 6.96)
C (1.57, -8.68, 5.48)
C (0.75, -7.62, 4.72)
C (0.72, -7.90, 3.17)
N (-0.12, -6.87, 2.38)
C (-1.61, -6.96, 2.82)
C (-2.37, -7.48, 1.54)
C (-1.27, -8.09, 0.68)
C (-0.04, -7.24, 0.90)
C (0.39, -5.45, 2.73)
C (1.87, -5.30, 2.47)
C (2.40, -3.92, 2.70)
H (2.22, -9.23, 7.53)
H (0.81, -8.26, 7.45)
H (2.38, -7.53, 7.10)
H (1.11, -9.67, 5.43)
H (2.53, -8.84, 4.99)
H (1.24, -6.69, 5.01)
H (-0.18, -7.68, 5.30)
H (0.39, -8.90, 2.92)
H (1.72, -7.81, 2.74)
H (-2.03, -6.01, 3.15)
H (-1.80, -7.66, 3.62)
H (-2.86, -6.68, 0.99)
H (-3.17, -8.19, 1.75)
H (-1.58, -7.92, -0.35)
H (-1.08, -9.13, 0.93)
H (-0.07, -6.35, 0.27)
H (0.92, -7.75, 0.77)
H (0.02, -5.32, 3.75)
H (-0.23, -4.83, 2.08)
H (2.13, -5.68, 1.48)
H (2.41, -5.83, 3.26)
H (2.16, -3.16, 1.96)
H (3.49, -3.89, 2.70)
H (1.96, -3.44, 3.58)
N (0.32, -5.14, -4.19)
S (0.14, -5.67, -2.83)
O (-1.03, -6.59, -2.65)
O (0.61, -4.87, -1.69)
F (1.31, -6.78, -2.96)
S (-1.20, -4.32, -4.19)
O (-1.79, -3.86, -2.93)
O (-2.06, -4.86, -5.24)
F (-0.66, -3.01, -4.91)
N (-5.53, -0.79, -5.02)
S (-6.40, -1.54, -4.08)
O (-7.77, -1.14, -3.88)
O (-5.84, -2.35, -3.02)
F (-6.79, -2.73, -5.15)
S (-4.93, 0.34, -3.85)
O (-3.46, 0.25, -3.49)
O (-5.86, 0.82, -2.78)
F (-4.99, 1.65, -4.91)
N (4.68, 5.04, 1.50)
S (3.64, 4.02, 1.78)
O (2.22, 4.18, 1.37)
O (3.89, 3.23, 2.95)
F (4.09, 3.02, 0.56)
S (3.92, 6.27, 2.40)
O (3.78, 6.22, 3.85)
O (2.86, 7.01, 1.69)
F (5.15, 7.35, 2.31)
N (2.72, 3.76, -4.83)
S (3.28, 2.42, -4.49)
O (4.50, 2.39, -3.66)
O (3.10, 1.26, -5.39)
F (2.19, 2.09, -3.35)
S (3.91, 3.88, -6.08)
O (3.66, 3.09, -7.29)
O (5.28, 4.10, -5.64)
F (3.44, 5.36, -6.47)
N (3.89, -2.24, -1.46)
S (4.69, -3.17, -0.69)
O (5.33, -2.72, 0.57)
O (5.34, -4.18, -1.58)
F (3.49, -4.03, -0.10)
S (5.14, -1.07, -1.70)
O (6.52, -1.56, -1.86)
O (4.95, 0.14, -0.97)
F (4.78, -0.51, -3.15)
N (3.60, -2.21, 6.95)
S (3.67, -0.68, 7.15)
O (2.79, -0.15, 8.27)
O (3.96, 0.11, 5.97)
F (5.14, -0.61, 7.87)
S (1.92, -2.30, 6.73)
O (1.31, -1.35, 5.79)
O (1.29, -2.62, 8.01)
F (1.96, -3.70, 5.87)
N (-6.99, 3.26, -0.10)
S (-6.13, 4.12, -1.03)
O (-5.83, 5.47, -0.47)
O (-6.14, 3.95, -2.47)
F (-4.75, 3.29, -0.77)
S (-8.33, 4.12, -0.43)
O (-8.83, 4.02, -1.81)
O (-8.46, 5.39, 0.26)
F (-9.41, 3.27, 0.33)
N (-1.38, 5.38, -3.59)
S (-2.62, 5.92, -4.13)
O (-3.30, 7.06, -3.53)
O (-3.43, 5.00, -4.87)
F (-1.81, 6.53, -5.35)
S (-2.14, 4.46, -2.34)
O (-2.51, 3.08, -2.71)
O (-2.78, 5.24, -1.23)
F (-0.70, 4.11, -1.64)